Formula: C23H32BBeF4N3O3
Source: the Open Molecules 2025 dataset
Level of theory: ωB97M-V/def2-TZVPD

Output
E_HOMO in eV: -7.29
Gap between HOMO and LUMO in Ha: 0.2784
E_tot in Ha: -1724.8089
LUMO energy in eV: 0.28

ORCA input file:
```
! RIJCOSX wB97M-V def2-TZVPD def2/J DEFGRID3
* xyz 0 1
Be -0.0237 -0.2432 -0.5967
B 0.9281 -1.0265 -3.1291
F 1.2722 -2.3441 -2.7857
F 1.5856 -0.1356 -2.3186
F 1.1715 -0.8022 -4.4652
F -0.4308 -0.8973 -2.8733
C -2.3708 1.2306 3.3426
C -1.4281 0.1595 2.7581
O -1.1713 0.4227 1.4183
H -2.5642 1.1387 4.4147
H -3.3530 1.1095 2.8787
H -2.0242 2.2454 3.1487
H -1.8006 -0.8714 2.8099
H -0.5065 0.2248 3.3595
N 1.4677 1.8620 0.0195
C 2.6211 2.1641 -0.6143
C 3.4983 3.1360 -0.1252
C 3.1866 3.8447 0.9983
C 1.9883 3.5892 1.6379
C 1.2120 2.5644 1.1534
H 2.8041 1.7246 -1.5850
H 4.4261 3.1776 -0.6809
H 3.9182 4.5151 1.4309
H 1.7646 4.1397 2.5405
H 0.3116 2.2840 1.6884
N -0.4562 -2.8020 0.1337
C -0.3058 -3.3655 1.3478
C -0.1793 -4.6938 1.6734
C -0.1640 -5.5620 0.6006
C -0.4082 -5.0739 -0.6776
C -0.5926 -3.7098 -0.8586
H -0.2053 -2.6682 2.1733
H 0.0603 -4.9875 2.6843
H 0.0345 -6.6159 0.7484
H -0.4602 -5.8052 -1.4711
H -0.7923 -3.2940 -1.8367
N 1.8881 -0.9951 0.8180
C 2.6453 -1.9435 0.2642
C 3.6453 -2.6381 0.9543
C 3.8296 -2.3683 2.3007
C 3.0344 -1.4006 2.8689
C 2.1122 -0.7174 2.1003
H 2.5924 -2.0794 -0.8089
H 4.2576 -3.3773 0.4582
H 4.6258 -2.8701 2.8337
H 3.2098 -1.1592 3.9087
H 1.5932 0.0956 2.5914
C -4.2615 0.6022 -2.0901
C -3.5709 -0.1652 -0.9914
O -2.4898 -0.6713 -1.1791
C -4.3266 -0.4607 0.2873
H -3.5807 0.8444 -2.9009
H -4.7549 1.4580 -1.6241
H -5.0927 -0.0112 -2.4452
H -4.2700 0.4235 0.9284
H -3.7994 -1.1785 0.9150
H -5.3561 -0.7813 0.1328
C -1.2427 4.1661 -1.9867
C -0.5343 2.9536 -2.5206
O -0.6491 1.8902 -1.9444
C 0.2752 3.0963 -3.7850
H -0.5411 4.9776 -1.7900
H -1.7916 3.9128 -1.0825
H -1.9350 4.4835 -2.7700
H 0.1829 4.0791 -4.2442
H -0.0388 2.3394 -4.5063
H 1.3298 2.8607 -3.6353
*
```